{
  "formula": "C42H108O36S10",
  "method": "wB97M-V/def2-TZVPD",
  "e_lumo_ev": 0.170,
  "fmax_ev_per_a": 4.42,
  "homo_energy_ev": -9.60,
  "orbital_gap_ev": 9.8,
  "de_lowest_kcal_mol": 140.6,
  "species": ["O", "S", "O", "O", "C", "C", "C", "H", "H", "H", "H", "H", "H", "H", "H", "O", "S", "O", "O", "C", "C", "C", "H", "H", "H", "H", "H", "H", "H", "H", "O", "S", "O", "O", "C", "C", "C", "H", "H", "H", "H", "H", "H", "H", "H", "O", "S", "O", "O", "C", "C", "C", "H", "H", "H", "H", "H", "H", "H", "H", "O", "S", "O", "O", "C", "C", "C", "H", "H", "H", "H", "H", "H", "H", "H", "O", "S", "O", "O", "C", "C", "C", "H", "H", "H", "H", "H", "H", "H", "H", "O", "S", "O", "O", "C", "C", "C", "H", "H", "H", "H", "H", "H", "H", "H", "O", "S", "O", "O", "C", "C", "C", "H", "H", "H", "H", "H", "H", "H", "H", "O", "S", "O", "O", "C", "C", "C", "H", "H", "H", "H", "H", "H", "H", "H", "O", "S", "O", "O", "C", "C", "C", "H", "H", "H", "H", "H", "H", "H", "H", "C", "O", "C", "C", "O", "C", "C", "O", "C", "H", "H", "H", "H", "H", "H", "H", "H", "H", "H", "H", "H", "H", "H", "C", "O", "C", "C", "O", "C", "C", "O", "C", "H", "H", "H", "H", "H", "H", "H", "H", "H", "H", "H", "H", "H", "H"],
  "positions_angstrom": [[4.059208, -11.905573, 4.629608], [5.029815, -10.949087, 5.193949], [6.370487, -10.645194, 4.588869], [4.188405, -9.493999, 5.205059], [2.833316, -9.582632, 5.617030], [2.340890, -8.208820, 5.853352], [5.286055, -11.215314, 6.989104], [2.779312, -10.178953, 6.527867], [2.309906, -10.173640, 4.865456], [2.628777, -7.539404, 5.042736], [2.794051, -7.878430, 6.788006], [1.253976, -8.199140, 5.934712], [4.405479, -11.779142, 7.296992], [5.340214, -10.215883, 7.420743], [5.993260, -11.960000, 7.354383], [13.982292, 3.369628, -6.778726], [14.124047, 4.761337, -7.027003], [14.824498, 5.261749, -8.205869], [12.701220, 5.594220, -6.839516], [11.954236, 5.158450, -5.718437], [11.244368, 6.351364, -5.049262], [15.042988, 5.543515, -5.640113], [12.629681, 4.651291, -5.029478], [11.230412, 4.431284, -6.086396], [11.879799, 6.729941, -4.248636], [10.316060, 6.115355, -4.529024], [10.991150, 7.147102, -5.749815], [16.079751, 5.207909, -5.615971], [14.592740, 5.207549, -4.706030], [15.012174, 6.608612, -5.869732], [2.253871, 7.133006, -11.728367], [0.918495, 6.652520, -11.382769], [0.063410, 5.805108, -12.241711], [1.089121, 5.919465, -9.835484], [2.171777, 6.393387, -9.059705], [1.872558, 5.930626, -7.618326], [-0.149369, 8.173238, -10.840368], [2.158838, 7.480329, -9.140323], [3.142010, 6.085464, -9.449491], [2.044388, 4.861342, -7.495026], [0.855732, 6.204531, -7.337025], [2.532909, 6.487204, -6.953299], [0.327465, 9.092834, -11.179585], [-0.224536, 8.268367, -9.757136], [-1.121741, 8.054828, -11.318462], [-1.490527, -13.747382, 5.686439], [-2.545363, -14.241838, 4.738074], [-3.730034, -14.973790, 5.210447], [-3.071197, -12.938562, 3.833599], [-3.843603, -11.989035, 4.493710], [-4.223754, -10.816465, 3.615726], [-1.752567, -15.138072, 3.321985], [-3.232076, -11.575392, 5.295602], [-4.676472, -12.491859, 4.985247], [-4.782239, -11.144631, 2.739074], [-3.365648, -10.187189, 3.379615], [-4.956783, -10.164085, 4.090247], [-1.374794, -16.091854, 3.690358], [-0.970187, -14.498486, 2.913421], [-2.541800, -15.372193, 2.607566], [0.747705, -4.310239, 16.397164], [-0.655499, -4.011690, 16.119137], [-1.381498, -3.049131, 16.915048], [-0.695127, -3.492733, 14.552691], [-1.946104, -2.988021, 14.024502], [-1.781040, -2.827392, 12.487553], [-1.678684, -5.588451, 15.952403], [-2.243269, -2.052779, 14.498958], [-2.688880, -3.766386, 14.199241], [-2.743660, -2.595234, 12.031944], [-1.416959, -3.772981, 12.085802], [-1.076787, -2.088005, 12.106180], [-2.674650, -5.455747, 15.529873], [-1.714676, -5.892571, 16.998499], [-1.055071, -6.329244, 15.451968], [2.841401, 12.617622, -2.498825], [2.942715, 12.068341, -1.124242], [3.806907, 10.953623, -0.835318], [3.134965, 13.232740, 0.063743], [4.208656, 14.139132, -0.177862], [3.833915, 15.175177, -1.176686], [1.285181, 11.535972, -0.638212], [5.034853, 13.535688, -0.553832], [4.474727, 14.623789, 0.761506], [4.490440, 16.043491, -1.120967], [2.810575, 15.504570, -0.996765], [3.804669, 14.738080, -2.174771], [0.710624, 12.429508, -0.882351], [1.197956, 11.306485, 0.423781], [1.045547, 10.644382, -1.217657], [9.123178, -5.079016, 6.855674], [10.354409, -4.940742, 6.070963], [10.679504, -5.946803, 5.080038], [10.331945, -3.524968, 5.209660], [9.157810, -3.277975, 4.449648], [8.776950, -1.841195, 4.698163], [11.811853, -4.578627, 7.183055], [8.235604, -3.758722, 4.776014], [9.287636, -3.571360, 3.407930], [7.826409, -1.562273, 4.243447], [9.527992, -1.166370, 4.287491], [8.548747, -1.594842, 5.735142], [12.713519, -4.194837, 6.705763], [11.874431, -5.554382, 7.664807], [11.441484, -3.806286, 7.857166], [8.384612, -1.452356, -4.238651], [7.942770, -1.934353, -5.581543], [7.461443, -0.988390, -6.543809], [9.116749, -2.864399, -6.263169], [8.945184, -3.198492, -7.629183], [9.974477, -4.253237, -7.883241], [6.646705, -3.240595, -5.316530], [9.173900, -2.287213, -8.181779], [7.955945, -3.628199, -7.786844], [10.071516, -4.425812, -8.955110], [9.850204, -5.217586, -7.390591], [10.932340, -3.884027, -7.516820], [7.050310, -4.057242, -4.717961], [6.436858, -3.665288, -6.298210], [5.738174, -2.894898, -4.823424], [-11.042377, -2.438957, 4.449735], [-12.440352, -1.994555, 4.562725], [-13.537802, -2.888541, 4.949523], [-12.420627, -0.811563, 5.732889], [-11.301107, 0.026560, 5.758003], [-11.585299, 1.258078, 6.651778], [-12.893994, -0.968224, 3.095608], [-10.994540, 0.348219, 4.762688], [-10.449404, -0.526039, 6.154663], [-12.302560, 1.941963, 6.197973], [-10.667070, 1.790023, 6.900764], [-12.015496, 0.888090, 7.582438], [-12.018595, -0.446188, 2.709272], [-13.755298, -0.365813, 3.384314], [-13.202807, -1.706257, 2.355299], [-11.684452, 0.315334, -6.410153], [-12.014337, 0.485242, -5.012582], [-13.380834, 0.619399, -4.496011], [-11.189698, -0.714661, -4.086989], [-10.077543, -1.392256, -4.629295], [-9.970260, -2.658184, -3.739337], [-11.033451, 1.930505, -4.426951], [-9.161255, -0.805049, -4.690180], [-10.246566, -1.676811, -5.667829], [-9.217648, -3.297521, -4.200780], [-10.810870, -3.329380, -3.563337], [-9.504380, -2.334203, -2.808705], [-11.496847, 2.426448, -3.574064], [-10.925648, 2.593234, -5.285576], [-10.056200, 1.622842, -4.054909], [0.898082, 1.879957, 0.517166], [0.453545, 0.696916, -0.109493], [-0.799170, 0.218908, 0.334493], [-0.656143, -0.460892, 1.659705], [-1.658354, -1.485848, 1.858261], [-2.982597, -0.979679, 2.090024], [-3.215096, -0.349652, 3.424377], [-2.744854, 0.967433, 3.414324], [-2.940129, 1.607714, 4.624475], [1.011542, 1.825218, 1.599860], [0.244528, 2.728122, 0.313217], [1.865745, 2.165107, 0.104351], [-1.110967, -0.573699, -0.345694], [-1.626638, 0.918988, 0.219236], [-0.592338, 0.326063, 2.411186], [0.365774, -0.802505, 1.824270], [-3.686795, -1.797097, 1.935022], [-3.308352, -0.203556, 1.397481], [-2.680348, -0.863876, 4.222954], [-4.234798, -0.353111, 3.809484], [-2.456103, 2.566995, 4.441180], [-2.470182, 1.126382, 5.482131], [-3.993553, 1.776545, 4.847848], [-6.168054, 4.566524, -3.199867], [-5.999213, 4.276174, -4.540056], [-5.170986, 5.188787, -5.267503], [-5.189596, 4.789775, -6.765132], [-6.462944, 4.825996, -7.354052], [-6.512407, 4.465584, -8.691272], [-7.378003, 5.434797, -9.485861], [-6.869580, 6.813828, -9.480229], [-7.415189, 7.517538, -10.606410], [-6.703100, 5.493549, -2.993843], [-5.228260, 4.681150, -2.659736], [-6.632068, 3.781216, -2.603134], [-4.125549, 5.118300, -4.967179], [-5.602272, 6.189810, -5.274316], [-4.825697, 3.764453, -6.698953], [-4.470477, 5.379263, -7.333880], [-6.981547, 3.486824, -8.791443], [-5.553115, 4.458628, -9.208785], [-8.424029, 5.412780, -9.180155], [-7.473640, 5.072203, -10.509318], [-7.277246, 8.595650, -10.524211], [-8.469470, 7.295316, -10.771365], [-6.941076, 7.242668, -11.548630]],
  "forces_ev_per_a": [[2.2, 1.2, 1.1], [1.3, 1.0, -1.8], [-4.1, -0.9, 1.5], [2.4, -1.4, 0.1], [-0.3, -1.6, -0.3], [-0.2, 0.6, 0.2], [-1.4, -0.6, -0.4], [-0.1, 0.0, 0.2], [-0.3, 0.3, -0.1], [0.0, 0.0, 0.0], [-0.2, 0.4, -0.1], [0.0, 0.0, 0.1], [-0.7, 0.7, 0.1], [0.2, -0.3, 0.1], [1.0, 0.6, -0.9], [-0.7, -0.4, -0.1], [2.2, 3.0, 0.0], [-1.9, -0.8, 1.2], [2.0, -0.6, -1.2], [-1.4, -0.2, 0.6], [0.4, -0.1, 0.3], [-0.4, -0.7, -0.6], [-0.3, 0.0, 0.2], [0.0, -0.1, 0.1], [0.2, 0.4, -0.2], [0.0, -0.6, -0.3], [0.3, -0.1, -0.1], [-0.1, -0.2, -0.4], [-0.1, 0.5, 0.0], [-0.2, -0.1, 0.4], [-1.9, -0.9, -0.1], [-1.0, 0.5, 1.4], [2.3, 1.7, 2.1], [-1.1, -0.1, -3.2], [-0.2, 0.5, 0.9], [0.6, 0.6, -0.6], [0.8, -0.8, -0.6], [0.2, 0.2, 0.4], [-0.1, -0.4, 0.1], [-0.1, 0.1, 0.0], [0.0, -0.2, -0.1], [0.1, -0.2, 0.1], [0.2, -0.3, -0.3], [0.0, -0.6, -0.1], [0.1, -0.1, 0.2], [-2.9, -1.4, -2.4], [0.8, 1.0, 0.7], [2.2, 1.2, -0.6], [1.4, -2.4, -0.6], [-0.3, 1.2, 1.9], [-0.7, -0.2, -0.4], [-0.8, 0.4, 0.9], [0.0, 0.0, 0.3], [-0.4, 0.1, -0.3], [0.5, -0.1, -0.4], [0.0, -0.3, -0.3], [0.2, -0.1, 0.6], [0.1, 0.3, 0.3], [-0.1, -0.1, 0.1], [0.0, 0.3, 0.0], [-2.5, 0.2, -0.5], [0.2, 0.0, -1.4], [0.4, -0.9, -0.4], [0.4, -0.2, 1.1], [0.4, 0.0, -1.0], [0.1, -0.5, 0.4], [1.6, 0.8, 1.1], [0.2, -0.1, 0.2], [-0.3, 0.2, 0.0], [-0.1, -0.1, 0.1], [-0.2, -0.1, 0.0], [0.1, 0.3, 0.7], [0.3, 0.3, 0.1], [-0.4, -0.1, 0.0], [-0.1, 0.3, -0.3], [0.6, -0.7, 3.0], [-1.4, -0.3, -0.3], [0.4, 0.9, -0.4], [-0.8, -1.5, -1.4], [0.8, 0.0, -0.2], [-0.7, 0.4, -0.8], [0.5, 1.0, -0.1], [0.4, 0.2, 0.3], [-0.1, -0.5, 0.2], [0.1, -0.1, -0.1], [0.0, 0.2, 0.2], [0.3, 0.3, 0.0], [-0.5, -0.4, -0.1], [0.4, 0.1, -0.1], [0.0, 0.3, -0.2], [2.1, 0.4, -0.9], [-0.2, 0.7, -1.2], [-0.1, 0.4, 1.3], [0.2, -1.4, 1.6], [-1.7, 0.7, 0.2], [-0.1, 1.2, -0.8], [-1.9, 0.0, -0.5], [0.5, -1.1, 0.5], [0.3, 0.3, 0.0], [0.0, -0.3, -0.6], [0.0, 0.2, 0.3], [0.7, -0.4, 0.3], [-0.3, -0.5, -0.4], [0.5, 0.2, 0.2], [0.0, -0.2, 0.2], [-0.6, -1.5, -3.7], [0.0, -0.3, 3.2], [0.3, -0.3, 0.0], [-1.2, 1.3, 2.4], [0.2, -0.4, -0.1], [1.1, -0.2, -0.4], [0.9, 0.0, -0.3], [-0.5, -0.2, -0.4], [-0.2, 0.5, -0.3], [0.0, -0.1, 0.0], [-0.6, 0.1, 0.1], [0.1, 0.1, -0.2], [0.4, 0.3, 0.1], [-0.2, 0.3, 0.0], [0.3, 0.5, -0.3], [-2.5, 0.4, -0.2], [0.6, 0.2, 1.4], [2.1, 1.8, -1.0], [-1.4, -1.5, -1.1], [1.4, 1.3, 0.5], [-0.3, -0.9, -0.2], [0.0, -1.4, 0.6], [-0.2, 0.0, -0.2], [0.0, 0.0, 0.1], [0.1, 0.0, -0.1], [0.0, -0.1, -0.2], [0.0, 0.1, 0.1], [-0.2, 0.1, 0.4], [0.3, 0.1, 0.0], [0.0, 0.0, 0.0], [-0.7, -0.3, 1.1], [1.0, 0.4, 1.9], [2.6, -0.8, -1.1], [-2.3, 2.3, -1.0], [-0.7, -1.9, -0.5], [1.9, 0.5, -0.4], [-0.3, -0.3, 0.0], [0.1, 0.2, 0.7], [-0.4, 0.0, -0.1], [0.2, -0.1, -0.1], [-0.4, 0.8, -0.2], [-0.4, -0.2, 0.3], [-0.4, -0.1, -0.3], [-0.1, 0.0, 0.1], [0.0, -0.3, -0.5], [0.1, 0.5, -0.2], [0.0, 0.4, -0.1], [0.1, -1.2, -1.1], [-0.2, 0.8, 1.2], [0.1, 1.2, 0.3], [-0.3, -0.1, -0.3], [0.6, -0.3, 1.4], [0.0, -0.1, -0.7], [0.4, 1.3, -0.1], [0.0, -0.3, 0.2], [-0.4, 0.0, -0.1], [0.0, -0.3, -0.1], [0.4, -0.1, -0.4], [0.2, 0.7, 0.5], [-1.2, 0.0, 0.6], [-0.2, -1.2, -0.8], [0.3, -0.3, 0.1], [0.4, 0.0, -0.6], [0.4, -0.5, 0.0], [-0.6, -0.1, -0.6], [-0.1, 0.2, 0.6], [0.1, -0.3, 0.0], [-0.3, -0.1, 0.0], [0.6, 0.6, 1.5], [0.2, -0.2, -0.9], [-1.4, -0.2, -1.5], [0.3, -1.1, 1.2], [0.1, 0.7, 1.1], [-0.6, 0.7, -1.1], [-0.1, 0.9, -0.2], [-0.8, -1.1, -0.7], [0.2, -0.2, 0.0], [-0.3, 0.2, -0.3], [0.6, 0.2, -0.2], [-0.5, -0.4, -0.8], [0.0, 0.3, 0.4], [0.2, 0.3, 0.8], [0.1, -0.4, -0.6], [0.1, 0.2, 0.1], [0.1, -0.3, -0.1], [0.4, -0.1, 0.4], [-0.1, 0.3, 0.7], [0.6, -0.1, -0.3], [0.0, -0.1, 0.5], [-0.3, 0.1, 0.4], [0.4, -0.3, 0.0]],
  "mulliken_charge": [-0.59, 1.12, -0.59, -0.33, -0.12, -1.24, -0.89, 0.29, 0.35, 0.32, 0.29, 0.36, 0.32, 0.31, 0.39, -0.56, 1.12, -0.61, -0.32, -0.19, -1.12, -0.89, 0.34, 0.32, 0.27, 0.36, 0.30, 0.37, 0.33, 0.30, -0.59, 1.14, -0.58, -0.33, -0.22, -1.17, -0.85, 0.36, 0.32, 0.30, 0.29, 0.38, 0.33, 0.28, 0.34, -0.59, 1.11, -0.60, -0.26, -0.25, -1.21, -0.87, 0.30, 0.38, 0.33, 0.29, 0.38, 0.37, 0.31, 0.31, -0.58, 1.13, -0.60, -0.29, -0.04, -1.26, -0.89, 0.30, 0.22, 0.37, 0.31, 0.33, 0.34, 0.34, 0.31, -0.60, 1.15, -0.60, -0.28, -0.29, -0.99, -0.91, 0.30, 0.30, 0.36, 0.29, 0.30, 0.30, 0.32, 0.35, -0.60, 1.14, -0.60, -0.24, -0.20, -1.21, -0.85, 0.28, 0.31, 0.38, 0.31, 0.31, 0.32, 0.34, 0.31, -0.60, 1.12, -0.59, -0.28, -0.04, -1.31, -0.87, 0.27, 0.31, 0.37, 0.32, 0.34, 0.33, 0.29, 0.35, -0.61, 1.14, -0.58, -0.32, -0.13, -1.22, -0.89, 0.31, 0.29, 0.30, 0.36, 0.32, 0.33, 0.31, 0.38, -0.60, 1.15, -0.57, -0.32, -0.17, -1.20, -0.84, 0.32, 0.31, 0.38, 0.32, 0.29, 0.33, 0.32, 0.27, -0.73, -0.38, -0.40, -0.35, -0.46, -0.60, -0.58, -0.24, -0.80, 0.30, 0.31, 0.27, 0.30, 0.30, 0.20, 0.45, 0.42, 0.24, 0.34, 0.54, 0.23, 0.33, 0.31, -0.84, -0.23, -0.57, -0.55, -0.27, -0.62, -0.57, -0.31, -0.78, 0.33, 0.32, 0.26, 0.38, 0.34, 0.31, 0.41, 0.32, 0.38, 0.36, 0.43, 0.25, 0.32, 0.31]
}

---

{
  "formula": "C5H12NO2P",
  "method": "wB97M-V/def2-TZVPD",
  "e_lumo_ev": 0.885,
  "fmax_ev_per_a": 4.66,
  "homo_energy_ev": -8.13,
  "orbital_gap_ev": 9.0,
  "de_lowest_kcal_mol": 64.1,
  "species": ["C", "C", "C", "C", "C", "N", "O", "O", "P", "H", "H", "H", "H", "H", "H", "H", "H", "H", "H", "H", "H"],
  "positions_angstrom": [[-0.217238, 0.614373, 0.246123], [0.520180, -0.047849, -4.344120], [-0.343576, -1.455482, 1.991547], [0.616913, 0.998817, 3.033216], [-0.455235, 0.534723, -3.286772], [-1.158495, 1.232697, -0.336176], [-2.020776, 0.649273, 2.422539], [-1.061201, 1.556156, -3.257530], [-0.657082, 0.292677, 1.995052], [-0.028037, -0.903282, -4.737036], [1.253554, -0.333526, -3.642196], [0.813102, 0.738792, -4.969011], [0.674887, -1.517974, 1.868659], [-0.611882, -1.922965, 2.969559], [-1.048422, -1.849349, 1.230559], [1.653884, 0.607114, 2.742071], [0.645666, 2.030303, 2.992584], [0.202104, 0.524807, 3.872768], [-0.514886, -0.309023, -2.532110], [-2.057270, 1.538604, 0.251073], [-1.257945, 1.561238, -1.311863]],
  "forces_ev_per_a": [[1.3, -0.4, 0.1], [-2.5, 1.2, 1.9], [-2.9, -0.3, 1.4], [1.8, -2.4, -2.3], [0.9, -3.1, -0.7], [-4.1, 2.0, 1.0], [-1.0, 0.6, 0.2], [-0.2, 1.0, 0.1], [0.5, 0.0, -1.3], [0.4, 0.0, -0.4], [1.5, -0.8, 0.2], [0.6, 0.6, -1.5], [2.3, -0.9, -1.0], [0.1, 0.5, -0.6], [1.0, -0.2, 0.2], [-1.5, 0.3, 0.6], [-0.3, 2.1, 0.4], [0.3, 0.0, 2.2], [-0.6, 1.1, 0.3], [1.9, -0.8, -1.2], [0.7, -0.5, 0.4]],
  "mulliken_charge": [-0.53, -1.10, -1.07, -0.98, 0.40, -0.01, -0.79, -0.56, 0.98, 0.33, 0.32, 0.33, 0.38, 0.33, 0.30, 0.28, 0.37, 0.31, 0.22, 0.23, 0.25]
}